No. 1
Entry from OMol25: a cluster of 2 separate species, C21H40N2O3PS in total (wB97M-V/def2-TZVPD).

Computed properties:
E_LUMO = -0.0931 Eh
Calculated total energy = -1898.56975 Eh
Total charge = +1
Frontier orbital gap = 0.32021 Eh

```
68
Properties=species:S:1:pos:R:3:forces:R:3:lowdin_charge:R:1
C 3.676992 -0.182429 2.678909 -0.5 -0.1 -0.5 0.13
C 3.065435 -0.688363 1.773439 0.4 0.1 0.3 -0.14
C 2.319398 -1.307347 0.671912 0.1 0.2 0.1 -0.19
C 0.887934 -0.751573 0.604768 0.1 0.1 0.2 -0.18
C 0.890845 0.691033 0.102119 0.1 -0.1 -0.2 -0.14
C -0.330594 1.228970 -0.674555 -0.1 0.0 0.1 -0.31
C -0.694896 0.313699 -1.854084 -0.1 0.0 -0.2 -0.13
C 0.508863 -0.123838 -2.642180 0.0 -0.1 0.2 -0.15
C 0.896117 0.458311 -3.766054 0.1 0.0 -0.2 0.04
N 0.297028 2.486145 -1.323372 -0.2 0.2 0.3 0.11
C -0.634493 3.402359 -2.028855 0.1 0.3 0.0 -0.08
C -1.616136 3.906069 -0.991318 0.0 -0.2 0.0 -0.35
C -2.579207 4.937814 -1.576614 -0.1 0.0 0.3 -0.19
S -3.270093 4.492407 -3.169113 0.2 0.0 -0.1 0.69
O -2.404829 5.068625 -4.161511 -0.1 -0.1 0.1 -0.33
O -3.604243 3.096643 -3.205517 0.0 0.1 0.0 -0.33
N -2.331085 2.747758 -0.489291 0.3 0.2 -0.1 -0.02
C -1.551128 1.699726 0.205816 0.0 -0.2 0.0 -0.54
C -1.083463 2.189842 1.587765 0.3 0.0 -0.2 -0.08
P -3.022101 0.529685 0.578496 0.0 0.1 0.1 1.04
C -2.370723 -1.108233 1.079144 -0.1 0.0 0.0 -0.29
C -3.848368 0.255921 -1.061074 -0.1 -0.1 0.1 -0.42
C -4.239168 -1.196779 -1.335891 -0.2 0.1 0.1 -0.15
H 4.187993 0.287397 3.483424 0.1 0.0 0.0 0.03
H 2.318037 -2.390053 0.804135 0.0 0.0 0.1 0.11
H 2.849752 -1.095815 -0.262212 0.0 -0.1 0.0 0.12
H 0.503626 -0.769568 1.624215 -0.2 -0.2 -0.1 0.11
H 0.272248 -1.402408 -0.011609 0.0 0.0 -0.1 0.10
H 1.735724 0.773036 -0.593946 0.0 0.0 0.0 0.12
H 1.130379 1.356676 0.929432 0.0 0.0 0.0 0.11
H -1.378645 0.827603 -2.529657 -0.1 0.0 0.1 0.11
H -1.245087 -0.543591 -1.473570 0.0 0.0 0.1 0.10
H 1.092382 -0.956736 -2.261465 0.0 0.0 0.1 0.11
H 1.779117 0.123345 -4.292914 0.0 0.0 0.0 0.07
H 0.318020 1.251069 -4.231789 0.0 0.0 0.0 0.07
H 1.049132 2.173617 -1.947095 -0.1 -0.2 -0.1 0.15
H 0.739015 3.011770 -0.565539 0.1 0.0 0.0 0.17
H -0.053154 4.209344 -2.476607 0.0 0.0 0.0 0.15
H -1.154489 2.857460 -2.811240 0.1 -0.1 0.0 0.11
H -1.047133 4.425314 -0.198630 0.0 0.1 -0.1 0.15
H -3.406138 5.103401 -0.880000 0.0 -0.1 -0.1 0.12
H -2.082879 5.896038 -1.731260 0.0 0.0 0.0 0.12
H -4.427174 5.193025 -3.131555 -0.1 0.1 -0.1 0.09
H -3.068779 3.041474 0.143441 -0.1 -0.1 -0.1 0.11
H -1.911649 2.688090 2.088115 0.0 0.0 0.1 0.08
H -0.740411 1.364773 2.214005 -0.1 0.0 0.0 0.08
H -0.244107 2.892411 1.525954 -0.1 0.1 0.0 0.08
H -1.945952 -1.733337 0.296585 0.1 0.0 0.0 0.03
H -1.659822 -0.975304 1.891377 0.1 0.0 0.0 0.03
H -3.222204 -1.640898 1.506237 0.0 0.0 0.0 0.04
H -3.276540 0.689334 -1.873877 0.0 0.0 -0.1 0.04
H -4.759185 0.854076 -1.000293 0.0 0.0 0.0 0.07
H -4.720804 -1.647800 -0.465456 0.0 0.0 0.0 0.07
H -3.389124 -1.821156 -1.612009 0.0 0.0 0.0 0.06
H -4.972570 -1.233410 -2.141665 0.1 0.0 -0.1 0.08
C 4.868429 -5.492879 3.393682 0.0 0.0 0.0 -0.16
C 3.380223 -5.572525 3.730636 0.0 0.0 0.0 -0.16
C 2.877181 -4.236324 3.201009 0.0 0.0 0.1 -0.21
O 3.703464 -3.914570 2.079909 -0.1 0.0 -0.1 -0.17
C 4.841017 -4.783192 2.047033 0.0 0.0 0.0 -0.19
H 5.358429 -6.463437 3.344606 0.0 0.0 0.0 0.11
H 5.390406 -4.883359 4.133755 0.0 0.0 0.0 0.12
H 2.913551 -6.397346 3.188627 0.0 0.0 0.0 0.11
H 3.178211 -5.704657 4.792023 0.0 0.0 0.0 0.11
H 2.976689 -3.446367 3.953334 0.0 0.0 0.0 0.12
H 1.836110 -4.271969 2.873159 0.0 0.0 0.0 0.11
H 4.721228 -5.496032 1.224783 0.0 0.0 0.0 0.12
H 5.732088 -4.184047 1.858893 0.0 0.0 0.0 0.12
```
Forces are in eV/Å.

=====

No. 2
Entry from OMol25: a structure of composition C4H6Na in a non-equilibrium geometry (wB97M-V/def2-TZVPD).

Computed properties:
E_LUMO = -0.1888 Eh
Calculated total energy = -318.04212 Eh
Total charge = +1
Frontier orbital gap = 0.30689 Eh

```
11
Properties=species:S:1:pos:R:3:forces:R:3:lowdin_charge:R:1
C 0.018092 -0.174949 -0.648093 -0.2 0.3 1.3 -0.11
C -0.473635 -0.109384 0.463307 0.8 0.1 -1.0 -0.11
C 0.609838 -0.253481 -1.984664 0.1 0.0 -0.3 -0.10
C -1.064721 -0.030201 1.800139 -0.1 0.0 0.3 -0.10
H 1.583195 -0.770625 -1.943008 -0.4 0.1 -0.1 0.08
H 0.766389 0.758527 -2.394476 -0.1 -0.4 0.0 0.08
H -0.055338 -0.810003 -2.666162 0.3 0.2 0.2 0.10
H -0.421198 -0.543034 2.534637 -0.4 0.1 -0.2 0.08
H -1.178564 1.023119 2.106992 -0.1 -0.4 -0.1 0.08
H -2.058588 -0.508497 1.808644 0.4 0.2 0.1 0.10
Na 2.274529 1.418528 0.922684 -0.4 -0.2 -0.2 0.89
```
Forces are in eV/Å.

=====

No. 3
Entry from OMol25: the ion C3H8NOS with charge +1 in a non-equilibrium geometry (wB97M-V/def2-TZVPD).

Computed properties:
E_LUMO = -0.1966 Eh
Calculated total energy = -646.87650 Eh
Energy relative to the best compared isomer or geometry (same formula, charge and spin) = 92.8 kcal/mol
Total charge = +1
Frontier orbital gap = 0.32495 Eh

```
14
Properties=species:S:1:pos:R:3:forces:R:3:lowdin_charge:R:1
C 0.864579 0.501583 -1.056759 -1.6 -0.4 0.6 -0.06
C 0.294419 0.487949 0.355315 2.1 2.8 0.7 -0.09
C -0.852375 -0.431246 0.614721 0.0 -1.1 -0.9 -0.22
N -1.874459 -0.259800 -0.438326 -0.9 2.7 0.7 0.01
O 1.623574 -0.285444 -0.072048 -0.2 -0.4 -0.4 -0.53
S 3.283185 0.179445 0.244302 0.0 -1.6 0.2 0.94
H 0.249322 -0.100430 -1.821122 1.7 0.7 1.1 0.17
H 1.430765 1.354674 -1.423249 -0.2 -0.1 0.0 0.13
H 0.628351 1.368943 1.093114 -0.9 -2.1 -1.8 0.21
H -0.415350 -1.423175 0.412789 -0.2 0.0 0.7 0.14
H -1.326029 -0.390572 1.619047 0.7 0.0 -0.7 0.15
H -2.530833 0.492523 -0.048741 0.9 -1.4 -1.1 0.12
H -1.438041 0.191994 -1.276366 -1.0 -0.7 0.9 0.06
H 3.638865 -1.184912 0.353179 -0.3 1.5 -0.1 -0.03
```
Forces are in eV/Å.

=====

No. 4
Entry from OMol25: a structure of composition C3H7N3S in a non-equilibrium geometry (wB97M-V/def2-TZVPD).

Computed properties:
E_LUMO = -0.0144 Eh
Calculated total energy = -680.74300 Eh
Energy relative to the best compared isomer or geometry (same formula, charge and spin) = 150.1 kcal/mol
Total charge = 0
Frontier orbital gap = 0.31829 Eh

```
14
Properties=species:S:1:pos:R:3:forces:R:3:lowdin_charge:R:1
C -0.801709 -0.344254 0.631306 -8.1 -0.9 -1.3 -0.35
C 1.305032 -0.626325 -0.143855 1.0 3.5 -2.3 -0.29
C 2.606315 -0.343904 -0.344564 -2.1 2.4 1.3 0.00
H -2.163025 0.296696 -1.385724 1.0 0.4 -1.4 0.02
H -3.681802 0.348091 -0.931435 1.2 -0.3 1.3 0.08
H -0.399654 -0.788960 1.552035 -0.3 -0.1 -0.5 0.11
H 0.191728 1.414612 1.818165 1.0 1.3 -3.5 0.09
H 1.158589 -1.599222 -0.237939 -1.6 -4.4 0.2 0.05
H 3.207760 -1.213931 -0.224418 1.0 0.0 -0.2 0.05
H 2.898655 0.742598 -0.342427 0.4 -1.5 -0.2 0.04
N -2.703540 0.560164 -0.599288 0.0 -2.2 1.2 -0.02
N -2.206439 -0.438596 0.427580 4.6 2.6 0.7 0.00
N 0.057882 0.191189 -0.318815 3.6 -0.5 0.9 -0.51
S 0.530206 1.801844 0.099381 -1.7 -0.2 3.9 0.72
```
Forces are in eV/Å.